DFT (the ωB97M-V functional and the def2-TZVPD basis) results for an isolated ion of composition C5H14N2 and charge +1.

Each line ends with the Löwdin charge.
CARTESIAN COORDINATES (ANGSTROEM)
1 C -1.546 0.667 1.236  -0.176
2 N -0.330 0.791 0.400  0.092
3 C 1.067 0.603 0.732  -0.154
4 C 1.833 0.371 -0.560  -0.149
5 C 1.331 -0.815 -1.442  -0.238
6 N 0.619 -1.791 -0.610  0.066
7 C -2.679 0.254 0.298  -0.054
8 H -1.740 1.645 1.686  0.145
9 H -1.381 -0.043 2.043  0.133
10 H -0.441 1.647 -0.149  0.170
11 H 1.394 1.581 1.109  0.161
12 H 1.235 -0.179 1.462  0.140
13 H 1.824 1.221 -1.247  0.120
14 H 2.889 0.161 -0.407  0.125
15 H 0.657 -0.491 -2.244  0.110
16 H 2.191 -1.244 -1.955  0.121
17 H -0.037 -1.292 -0.024  0.032
18 H 0.187 -2.547 -1.134  0.102
19 H -2.537 -0.787 0.006  0.079
20 H -3.645 0.271 0.794  0.093
21 H -2.641 0.830 -0.622  0.085

## Properties
2S+1: 2
LUMO level (alpha / beta) in hartree: -0.11008 / -0.28501
E_HOMO (alpha / beta) in eV: -13.78 / -13.09
Total energy in Eh: -308.0837
⟨S²⟩: 0.76
Total charge: +1
Maximum force in Eh/bohr: 0.0422
Kohn-Sham gap (alpha / beta) in eV: 10.78 / 5.34
ΔE to the lowest compared entry with this formula, charge and spin in kcal/mol: 23.66